(1)
Molecular formula: C5H12N2O2
Method: DFT, ωB97M-V/def2-TZVPD

CARTESIAN COORDINATES (ANGSTROEM)
C -2.46046 0.64476 -0.11425
C -1.31027 -0.08286 0.53296
N 0.60691 0.73006 2.03292
O -0.30886 1.19630 1.04659
O -1.48719 -0.93162 1.39395
H 0.64080 1.47669 2.72520
H 0.12959 -0.06205 2.48136
H -3.22950 0.83923 0.63247
H -2.88619 0.00700 -0.89218
H -2.19102 1.58696 -0.58920
C 0.54018 -1.89943 -0.29046
C 2.06180 0.50999 -1.33577
C 0.61721 0.42663 -1.01959
N -0.05536 -0.65653 -0.76177
H 0.03585 1.32762 -1.18045
H -0.27765 -2.58939 -0.08906
H 1.17670 -2.38792 -1.02906
H 1.11782 -1.73421 0.62167
H 2.32774 1.50753 -1.68307
H 2.60875 0.32590 -0.39957
H 2.34315 -0.23466 -2.08270

Atomic forces in eV per Å
0.150 -0.134 -1.035
0.047 1.143 2.733
0.113 -0.441 -0.141
-1.241 -1.082 -0.501
0.842 0.473 -1.428
-0.194 -0.117 -0.064
-0.011 0.161 0.022
0.245 -0.083 0.103
-0.037 -0.052 0.108
0.194 -0.024 0.129
0.087 -0.186 -0.421
0.260 0.034 0.601
-0.831 -1.553 -1.259
0.338 1.894 1.177
-0.057 -0.167 0.109
0.037 0.095 0.226
0.101 0.260 -0.189
-0.107 -0.002 -0.047
-0.035 -0.106 -0.032
0.053 -0.094 -0.217
0.046 -0.020 0.127

Properties
Energy relative to the best compared isomer or geometry (same formula, charge and spin)   4.800 eV
E_tot   -12451.182 eV
Total charge   0

=====

(2)
Molecular formula: C7H28Ca2N13O10
Method: DFT, ωB97M-V/def2-TZVPD

CARTESIAN COORDINATES (ANGSTROEM)
Ca 1.13005 3.59753 2.60952
Ca -1.09225 -0.48815 -1.87512
N 0.35051 1.21222 0.84063
O 1.30907 1.91140 0.40706
O -0.01338 1.48404 2.03659
O -0.19553 0.34801 0.20967
C -2.20664 -2.10550 3.64972
O -2.64253 -1.14017 2.69591
H -1.43607 -2.77478 3.24679
H -1.78529 -1.63386 4.53761
H -3.04981 -2.74092 3.90460
H -1.91061 -0.52828 2.54298
C 2.14283 0.33655 -2.97418
O 1.09571 -0.22333 -2.63683
N 2.77017 0.04059 -4.13765
N 2.76301 1.26509 -2.16936
H 2.27329 -0.58529 -4.74877
H 3.69985 0.32341 -4.38624
H 3.70802 1.48786 -2.42303
H 2.25087 1.59487 -1.37025
C 2.59840 -2.94579 -0.51847
O 2.56606 -3.76988 -1.40790
N 1.46279 -2.58972 0.17780
N 3.74602 -2.26599 -0.16532
H 1.47790 -1.79904 0.79049
H 0.60444 -3.02271 -0.10223
H 3.72271 -1.70438 0.66169
H 4.60052 -2.50623 -0.63114
C -1.00901 2.85921 -2.66106
O -0.81401 1.69983 -2.23693
N -2.28748 3.28051 -2.89437
N -0.00910 3.67476 -3.06065
H -2.48214 4.19682 -3.26135
H -3.00578 2.80964 -2.37531
H 0.93904 3.35900 -2.95431
H -0.21876 4.62980 -3.29050
C 4.10256 1.75433 2.67828
O 3.13639 2.56503 2.78055
N 4.30291 1.00507 1.57568
N 4.99064 1.65798 3.69746
H 3.63337 1.08905 0.82974
H 5.01257 0.29497 1.60838
H 5.74386 1.00282 3.58037
H 4.68376 2.05836 4.56555
C -4.01743 0.83568 -0.16793
O -3.02679 0.36719 -0.76341
N -4.36144 0.52246 1.10545
N -4.86349 1.69752 -0.81385
H -5.23642 0.86460 1.45623
H -3.82279 -0.19947 1.58539
H -4.77284 1.84905 -1.80037
H -5.64819 2.11756 -0.34837
C -2.28612 -3.02848 0.07252
O -1.39183 -2.30062 -0.40178
N -2.81254 -4.09481 -0.60209
N -2.75936 -2.83364 1.32522
H -2.34881 -4.38332 -1.44568
H -3.27903 -4.77536 -0.02662
H -2.49437 -1.98625 1.80835
H -3.53744 -3.36682 1.67083

Atomic forces in eV per Å
1.011 -1.950 -0.631
0.209 -0.112 0.706
0.560 0.966 0.592
-0.357 0.185 -0.071
-0.261 0.396 0.147
0.159 -0.177 0.382
0.806 -0.690 1.733
0.826 3.837 3.207
-0.140 0.348 -0.100
-0.380 0.101 0.019
-0.095 0.261 0.177
0.051 0.396 0.223
1.110 -0.011 0.096
-0.635 -0.116 -0.111
-0.808 -0.083 0.386
-0.504 -0.853 -1.117
0.260 -0.180 -0.034
-0.003 0.170 -0.007
0.011 0.547 0.436
0.262 -0.030 0.244
-0.222 -0.227 -0.544
0.104 0.169 0.151
0.904 0.041 -0.009
-0.745 0.217 -0.056
-0.317 -0.017 0.100
-0.194 0.113 0.069
0.405 -0.095 0.145
0.101 -0.127 0.133
-0.700 -0.591 -0.987
0.181 1.156 0.029
0.719 0.140 0.363
-0.510 -0.256 0.600
-0.075 0.008 0.034
-0.011 -0.004 -0.039
0.049 0.047 -0.120
0.294 0.060 -0.143
0.679 0.093 0.718
-0.983 0.438 -0.155
-0.326 0.607 0.871
-1.205 -0.132 -1.654
0.136 -0.204 -0.166
-0.002 -0.077 -0.446
0.237 0.094 0.725
0.542 -0.089 0.288
-0.743 -0.045 -0.487
-0.076 -0.063 0.206
0.880 0.055 -0.832
0.498 -0.066 0.489
-0.045 -0.233 0.334
-0.641 0.443 -0.082
-0.070 -0.209 -0.042
-0.111 -0.047 -0.062
-1.390 -1.611 1.185
0.263 0.719 -0.908
0.471 0.930 0.265
0.238 -3.081 -4.242
-0.047 -0.254 0.007
-0.058 -0.268 -0.409
-0.248 -0.461 -1.417
-0.064 -0.180 -0.185

Properties
E_tot   -84422.092 eV
Total charge   +3

=====

(3)
Molecular formula: C7H15BaN2S
Method: DFT, ωB97M-V/def2-TZVPD

CARTESIAN COORDINATES (ANGSTROEM)
C -1.63738 0.88702 -2.98836
Ba -0.24423 0.84656 -0.96120
N 2.26999 0.11289 0.05510
N 1.21462 -0.46263 -3.17200
H 2.11977 -0.78579 0.51697
H -0.60481 1.50621 -2.87968
H -2.43803 1.32279 -2.36452
H -1.52291 -0.20239 -2.81952
H -1.91112 0.99585 -4.03437
H 1.53759 -1.37973 -2.85843
H 2.04581 0.06783 -3.44638
H 0.68996 -0.62234 -4.03687
H 3.09247 0.00473 -0.54018
H 2.54248 0.75639 0.80842
S -2.11492 -1.32901 -0.04660
C -1.31514 -0.77304 1.36176
C -0.15244 -1.43169 1.83310
C 0.57788 -0.89788 2.88556
C 0.16552 0.28761 3.50803
C -0.97897 0.95234 3.04987
C -1.71197 0.44380 1.98223
H 0.13839 -2.36449 1.34676
H 1.45999 -1.42535 3.25769
H 0.71423 0.67265 4.37410
H -1.32244 1.86678 3.55315
H -2.61434 0.95086 1.61537

Atomic forces in eV per Å
0.733 1.287 -2.226
2.013 -0.744 3.984
0.410 -0.026 0.442
-0.103 -0.050 -0.093
0.015 0.009 -0.094
-2.881 -0.774 -2.297
0.290 -0.022 -0.055
0.109 0.301 0.099
-0.187 0.095 -0.002
0.016 0.030 -0.005
-0.040 0.056 0.105
0.075 0.012 0.119
-0.186 0.110 -0.002
-0.057 -0.068 -0.258
-0.664 -0.475 -0.700
0.276 0.389 0.538
-0.217 0.306 0.128
-0.121 0.083 0.297
-0.081 0.041 0.198
0.117 0.061 0.278
0.222 -0.342 0.015
-0.044 0.270 0.141
-0.210 0.174 -0.126
-0.163 -0.097 -0.404
0.245 -0.382 -0.271
0.431 -0.246 0.189

Properties
Energy relative to the best compared isomer or geometry (same formula, charge and spin)   0.000 eV
E_tot   -22010.306 eV
Total charge   -1